Molecular formula: C5H11NO3
Method: DFT, ωB97M-V with the def2-TZVPD basis set

Its SMILES is CC(=O)N(C)C.O=CO. The value obtained for the energy relative to the best compared isomer or geometry (same formula, charge and spin) is 55.6 kJ/mol. The calculation puts the HOMO-LUMO gap at 0.363 Ha. Its total charge is 0.

Geometry (Å):
C  -1.67647  0.78319  -0.81632
C  -1.29261  -1.35553  0.40541
N  -0.94840  0.04189  0.19904
C  2.13350  0.20932  -1.37484
O  1.90915  0.58302  -2.64416
O  2.19209  -0.96220  -1.05295
H  1.82800  -0.26087  -3.13331
H  -0.39895  -1.94541  0.61955
H  -2.15859  1.65575  -0.36597
H  -2.43304  0.15856  -1.29827
H  -0.96123  1.12700  -1.57055
H  -1.76991  -1.77026  -0.48670
H  -1.97726  -1.42083  1.25576
C  0.67309  -0.02580  2.06815
C  -0.08500  0.75118  1.02124
O  0.09372  1.96402  0.89917
H  2.24726  1.07981  -0.71141
H  1.43302  0.62471  2.51306
H  -0.00494  -0.36487  2.85418
H  1.19656  -0.87271  1.61891

Molecular formula: C21H23NO3S
Method: DFT, ωB97M-V with the def2-TZVPD basis set

The value obtained for the energy relative to the best compared isomer or geometry (same formula, charge and spin) is 489.8 kJ/mol. The calculation puts the HOMO-LUMO gap at 0.220 Ha. Its total charge is 0.

Geometry (Å):
C  2.18679  -1.20635  5.98142
N  2.33691  -0.68377  4.62231
C  3.47598  0.22035  4.43684
C  1.27715  -0.74306  3.69034
C  0.25319  0.21383  3.67139
C  -0.79898  0.14123  2.75553
C  -0.87954  -0.91158  1.83457
C  -2.08628  -1.00504  0.91413
C  -2.21499  0.23350  0.09282
C  -3.18711  0.21429  -1.01983
O  -3.94092  -0.68016  -1.35033
C  -3.10720  1.56863  -1.70296
C  -2.14298  2.34132  -1.07503
C  -1.89950  3.65029  -1.50419
C  -2.63509  4.17048  -2.57191
C  -3.59690  3.37687  -3.21621
C  -3.83146  2.07932  -2.78058
C  -1.50869  1.52562  0.01380
O  -0.56816  1.98664  0.66889
C  0.15333  -1.85835  1.82129
C  1.21743  -1.76825  2.71626
H  1.31590  -1.88429  5.98686
H  3.10944  -1.76007  6.23520
H  2.04807  -0.36872  6.69580
H  3.52378  0.55250  3.38862
H  3.40633  1.10313  5.09957
H  4.41075  -0.31097  4.68258
H  0.26087  0.99108  4.42326
H  -1.56544  0.89842  2.79235
H  -1.95627  -1.88979  0.16215
H  -1.13915  4.25280  -1.01194
H  -2.47657  5.18986  -2.91073
H  -4.16570  3.77886  -4.04288
H  -4.55645  1.43568  -3.25655
H  0.16688  -2.67036  1.09208
H  2.02177  -2.50284  2.73811
C  -5.33083  -3.90678  3.01727
S  -3.66578  -3.31772  2.59019
C  -3.08509  -4.70950  1.63872
C  -3.38449  -1.86851  1.52581
O  -2.93007  -3.14320  3.87231
H  -5.99032  -4.19221  2.19812
H  -5.22005  -4.79397  3.62296
H  -5.82444  -3.20451  3.67529
H  -3.78617  -5.01530  0.82757
H  -2.09970  -4.42317  1.22340
H  -2.94847  -5.55296  2.34432
H  -4.14074  -1.98838  0.65938
H  -3.95086  -1.07859  2.16686

Molecular formula: CH4N7O
Method: DFT, ωB97M-V with the def2-TZVPD basis set

Its spin multiplicity is 3. The calculation puts the HOMO-LUMO gap (alpha / beta) at 0.343 / 0.294 Ha. Its total charge is +1.

Geometry (Å):
C  -0.16757  0.42494  -0.10393
N  0.30971  -1.71834  -0.12717
N  1.39628  -1.26240  -0.07154
N  2.37376  0.93947  -0.23451
N  -0.69208  -0.79662  -0.05733
N  1.36365  0.01929  -0.01559
N  -0.54183  1.63289  0.09698
N  -1.94908  -1.16994  -0.10798
O  3.48388  0.66475  0.10848
H  -1.50993  2.06603  0.16424
H  0.14002  2.44151  0.09091
H  -1.78584  -2.10174  -0.53835
H  -2.42097  -1.13983  0.79578

Molecular formula: C24H19Cl6NO
Method: DFT, ωB97M-V with the def2-TZVPD basis set

The value obtained for the energy relative to the best compared isomer or geometry (same formula, charge and spin) is 67.5 kJ/mol. The calculation puts the HOMO-LUMO gap at 0.143 Ha. Its total charge is 0.

Geometry (Å):
Cl  1.06855  -0.60353  4.66587
C  0.85879  4.26535  5.15151
Cl  1.45856  4.14588  3.54052
C  -0.58494  4.06060  5.31840
O  -1.29174  3.55434  4.43279
C  -1.09946  4.31045  6.68205
Cl  -2.77642  4.19036  6.89783
C  -0.23204  4.37366  7.76482
Cl  -0.84463  4.64842  9.33103
C  1.16953  4.19292  7.57792
Cl  2.18701  4.02736  8.92478
C  1.68533  4.07561  6.25752
Cl  3.30710  3.50778  6.03642
C  4.11910  1.33966  0.74872
C  3.02590  0.78197  0.07704
C  1.97811  0.21110  0.80563
C  1.98058  0.20721  2.20386
C  0.90030  -0.64594  2.89881
C  -0.51784  -0.48986  2.40368
N  -1.39754  -1.37569  2.86280
C  -1.01494  -2.46163  3.74918
C  -2.29553  -3.19666  4.10584
C  -3.45030  -2.35201  3.57274
C  -2.84917  -1.26461  2.66754
C  -0.96781  0.52293  1.43560
C  -0.72773  1.88938  1.68162
C  -1.07066  2.86808  0.75072
C  -1.71150  2.51433  -0.43958
C  -2.00151  1.17357  -0.68925
C  -1.64746  0.18242  0.23129
C  3.06144  0.80254  2.87234
C  4.13101  1.34507  2.14395
H  4.93657  1.79913  0.19567
H  2.99628  0.80084  -1.01025
H  1.14507  -0.22784  0.25335
H  1.19906  -1.68473  2.69237
H  -0.21988  -3.11504  3.34544
H  -0.61890  -2.01118  4.67148
H  -2.27066  -4.19120  3.64803
H  -2.34504  -3.32274  5.19242
H  -4.15058  -2.96661  3.00496
H  -4.01309  -1.87804  4.38262
H  -3.19910  -0.25754  2.94167
H  -3.14947  -1.42861  1.61984
H  -0.30504  2.19003  2.64514
H  -0.85003  3.91235  0.97699
H  -1.96919  3.28557  -1.17362
H  -2.52297  0.90697  -1.61172
H  -1.90343  -0.85631  0.01493
H  3.09810  0.83068  3.95718
H  4.97543  1.77060  2.69138

Molecular formula: C3H3NO2
Method: DFT, ωB97M-V with the def2-TZVPD basis set

Its SMILES is COC(=O)C#N. The value obtained for the energy relative to the best compared isomer or geometry (same formula, charge and spin) is 196.9 kJ/mol. The calculation puts the HOMO-LUMO gap at 0.430 Ha. Its total charge is 0.

Geometry (Å):
C  0.23681  0.13067  1.38165
O  0.58292  -0.45916  0.12250
C  0.19570  -0.56850  -1.13600
O  0.69335  -1.39786  -1.84765
C  -0.78632  0.39086  -1.67208
N  -1.54726  1.17702  -2.04620
H  -0.13885  1.15943  1.39556
H  -0.44088  -0.54024  1.91985
H  1.20452  0.10778  1.88237

Molecular formula: C5H6N2O2S
Method: DFT, ωB97M-V with the def2-TZVPD basis set

Its SMILES is Cc1cc(N)sc1[N+](=O)[O-]. The value obtained for the energy relative to the best compared isomer or geometry (same formula, charge and spin) is 448.7 kJ/mol. The calculation puts the HOMO-LUMO gap at 0.312 Ha. Its total charge is 0.

Geometry (Å):
C  -0.16252  -0.45384  0.00525
C  0.91144  0.42927  -0.03593
C  0.25723  -1.75850  0.06251
C  2.10556  -0.21769  0.01138
C  0.62888  1.89943  0.18989
N  -0.54914  -2.89421  -0.09440
N  3.36924  0.41074  -0.06785
O  3.45063  1.56819  -0.32108
O  4.35945  -0.31882  0.03451
S  1.90473  -1.91890  0.04380
H  -1.17277  -0.09333  -0.26924
H  0.05835  2.35750  -0.55470
H  0.04643  1.97713  1.12750
H  1.39609  2.74019  0.18073
H  -1.50679  -2.67641  -0.26698
H  -0.16221  -3.83141  -0.13534